DFT (ωB97M-V/def2-TZVPD) results for a cluster of 4 separate species, C32H37IO8S in total.

Properties
SMILES: CCSCc1cc2c(cc1[C@@H](I)CC)C(=O)c1ccccc1C2=O.O=C1CCCO1.O=C1CCCO1.O=C1CCCO1
total charge: 0
maximum force: 0.8 eV/Å
frontier orbital gap: 8.075 eV
spin multiplicity: 1
molecular weight: 708.61 g mol⁻¹

Each atom is followed by the atoms it is bonded to, with distances in Å.
Cartesian coordinates (Å):
1 C 7.16 -3.04 2.46  C2 1.524, H25 1.086, H26 1.086, H27 1.090
2 C 8.21 -2.98 1.35  C1 1.524, S3 1.812, H28 1.087, H29 1.086
3 S 7.62 -2.05 -0.09  C2 1.812, C4 1.817
4 C 6.54 -3.29 -0.85  S3 1.817, C5 1.517, H30 1.077, H31 1.092
5 C 5.12 -2.84 -1.13  C4 1.517, C6 1.391, C10 1.414
6 C 4.53 -1.93 -0.26  C5 1.391, C7 1.392, H32 1.078
7 C 3.20 -1.54 -0.40  C6 1.392, C8 1.391, C23 1.484
8 C 2.45 -2.08 -1.44  C7 1.391, C9 1.389, C15 1.482
9 C 3.04 -2.96 -2.34  C8 1.389, C10 1.393, H33 1.078
10 C 4.37 -3.36 -2.22  C5 1.414, C9 1.393, C11 1.520
11 C 5.03 -4.34 -3.18  C10 1.520, I12 2.150, C13 1.550, H34 1.084
12 I 3.65 -5.30 -4.52  C11 2.150
13 C 6.16 -3.72 -4.04  C11 1.550, C14 1.533, H35 1.083, H36 1.086
14 C 7.36 -4.66 -4.12  C13 1.533, H37 1.085, H38 1.087, H39 1.088
15 C 1.02 -1.71 -1.57  C8 1.482, O16 1.204, C17 1.486
16 O 0.42 -1.74 -2.62  C15 1.204
17 C 0.37 -1.29 -0.31  C15 1.486, C18 1.387, C22 1.398
18 C -1.00 -1.48 -0.16  C17 1.387, C19 1.391, H40 1.079
19 C -1.63 -1.10 1.02  C18 1.391, C20 1.388, H41 1.079
20 C -0.89 -0.52 2.04  C19 1.388, C21 1.392, H42 1.078
21 C 0.48 -0.32 1.90  C20 1.392, C22 1.392, H43 1.078
22 C 1.12 -0.73 0.73  C17 1.398, C21 1.392, C23 1.483
23 C 2.58 -0.58 0.54  C7 1.484, C22 1.483, O24 1.202
24 O 3.23 0.26 1.11  C23 1.202
25 H 7.46 -3.67 3.29  C1 1.086
26 H 6.95 -2.03 2.79  C1 1.086
27 H 6.22 -3.42 2.05  C1 1.090
28 H 8.48 -3.98 1.03  C2 1.087
29 H 9.11 -2.50 1.70  C2 1.086
30 H 7.04 -3.65 -1.73  C4 1.077
31 H 6.48 -4.14 -0.17  C4 1.092
32 H 5.07 -1.50 0.57  C6 1.078
33 H 2.42 -3.33 -3.14  C9 1.078
34 H 5.44 -5.15 -2.59  C11 1.084
35 H 5.81 -3.56 -5.05  C13 1.083
36 H 6.45 -2.75 -3.63  C13 1.086
37 H 8.24 -4.18 -4.53  C14 1.085
38 H 7.08 -5.52 -4.73  C14 1.087
39 H 7.62 -5.06 -3.14  C14 1.088
40 H -1.59 -1.93 -0.95  C18 1.079
41 H -2.68 -1.27 1.14  C19 1.079
42 H -1.34 -0.20 2.97  C20 1.078
43 H 1.08 0.12 2.69  C21 1.078
44 O -2.58 0.43 4.82  C45 1.200
45 C -3.21 1.41 4.54  O44 1.200, C46 1.516, O49 1.350
46 C -4.15 2.19 5.44  C45 1.516, C47 1.529, H50 1.091, H51 1.086
47 C -4.93 3.05 4.44  C46 1.529, C48 1.521, H52 1.087, H53 1.091
48 C -3.93 3.21 3.31  C47 1.521, O49 1.444, H54 1.092, H55 1.083
49 O -3.15 2.00 3.32  C45 1.350, C48 1.444
50 H -3.54 2.80 6.11  C46 1.091
51 H -4.77 1.52 6.02  C46 1.086
52 H -5.28 4.00 4.84  C47 1.087
53 H -5.80 2.49 4.09  C47 1.091
54 H -3.26 4.05 3.47  C48 1.092
55 H -4.40 3.32 2.35  C48 1.083
56 O -6.42 7.15 2.72  C57 1.195
57 C -6.38 6.42 1.78  O56 1.195, C58 1.520, O61 1.359
58 C -6.45 6.77 0.31  C57 1.520, C59 1.527, H62 1.091, H63 1.086
59 C -6.75 5.43 -0.35  C58 1.527, C60 1.515, H64 1.085, H65 1.092
60 C -6.10 4.45 0.62  C59 1.515, O61 1.445, H66 1.092, H67 1.088
61 O -6.22 5.07 1.92  C57 1.359, C60 1.445
62 H -5.48 7.17 0.00  C58 1.091
63 H -7.22 7.52 0.13  C58 1.086
64 H -6.38 5.33 -1.36  C59 1.085
65 H -7.83 5.26 -0.37  C59 1.092
66 H -5.05 4.30 0.40  C60 1.092
67 H -6.60 3.49 0.64  C60 1.088
68 O -5.27 3.36 -2.22  C69 1.199
69 C -4.67 2.33 -2.29  O68 1.199, C70 1.515, O73 1.348
70 C -4.99 1.12 -3.15  C69 1.515, C71 1.528, H74 1.091, H75 1.086
71 C -4.13 0.03 -2.52  C70 1.528, C72 1.523, H76 1.088, H77 1.092
72 C -2.97 0.83 -1.95  C71 1.523, O73 1.443, H78 1.092, H79 1.082
73 O -3.54 2.10 -1.59  C69 1.348, C72 1.443
74 H -4.69 1.34 -4.18  C70 1.091
75 H -6.05 0.91 -3.12  C70 1.086
76 H -3.82 -0.75 -3.21  C71 1.088
77 H -4.69 -0.45 -1.71  C71 1.092
78 H -2.18 0.99 -2.68  C72 1.092
79 H -2.54 0.37 -1.06  C72 1.082